[1]
Entry from OMol25: a 2-piece molecular cluster, C5H10N2O overall at a distorted geometry (the ωB97M-V functional and the def2-TZVPD basis).

As for the frontier orbital gap: 9.25 eV. The calculation puts the energy relative to the best compared isomer or geometry (same formula, charge and spin) at 1.698 eV.

```
! RIJCOSX wB97M-V def2-TZVPD def2/J DEFGRID3
* xyz 0 1
C 0.54446 -1.83991 1.42599
O 1.79631 -2.52515 1.48098
H 2.28234 -2.07965 2.18230
H 0.34222 -1.00011 0.75647
H 0.07561 -1.75255 2.40202
H -0.06829 -2.50349 0.77562
C 1.20277 0.45602 -1.55444
C -0.38140 1.58721 0.07893
C -0.14459 0.76338 -1.01436
C -2.27083 0.83529 -0.73581
N -1.74220 1.63159 0.21871
N -1.32808 0.34982 -1.52582
H 0.37604 2.09396 0.65095
H -2.21651 1.89749 1.05281
H 1.46597 1.35815 -2.14471
H 1.34087 -0.33403 -2.28261
H -3.28426 0.53647 -0.94087
H 2.00959 0.52549 -0.82615
*
```

[2]
Entry from OMol25: C48H68IrN3O3P2SSi as an isolated structure at a distorted geometry (the ωB97M-V functional and the def2-TZVPD basis).

As for the frontier orbital gap (alpha / beta): 5.39 / 4.53 eV.

```
! RIJCOSX wB97M-V def2-TZVPD def2/J DEFGRID3
* xyz 1 2
Ir 0.57998 0.46788 -0.42419
C 2.93147 -0.57693 2.05438
C 1.52893 -0.95366 2.57523
P 0.31880 0.39496 2.90333
C -1.24209 -0.46537 2.58322
C -2.04620 -0.78097 3.68445
C -3.13314 -1.62488 3.53181
C -3.42824 -2.16197 2.28317
C -2.64016 -1.85102 1.18662
C -1.56063 -0.99994 1.34262
C 0.55004 1.69467 1.67765
C -0.61178 2.39342 0.97649
C -0.79624 3.81337 1.44128
C 0.27750 4.53921 1.73604
C 1.59472 3.90944 1.81565
C 1.70053 2.57510 1.92355
C 3.23418 -1.27660 0.71641
P 2.76420 -0.15679 -0.65234
C 4.10058 1.06773 -0.59151
C 3.87230 2.39786 -0.27452
C 4.94273 3.26506 -0.09029
C 6.23929 2.80228 -0.23794
C 6.46998 1.48075 -0.60724
C 5.40717 0.61398 -0.78700
C 3.09996 -1.04383 -2.19017
C 3.17768 -0.29853 -3.37315
C 3.43627 -0.93010 -4.57695
C 3.61780 -2.30894 -4.60738
C 3.52306 -3.05098 -3.44161
C 3.25060 -2.42602 -2.23027
H 3.68936 -0.84259 2.78984
H 3.02590 0.49314 1.90363
H 1.60510 -1.50903 3.51311
H 1.01239 -1.63288 1.88139
H -1.81095 -0.36962 4.65894
H -3.74741 -1.87150 4.38754
H -4.26407 -2.83951 2.16958
H -2.84432 -2.30259 0.22372
H -0.90543 -0.75989 0.49799
H -1.53752 1.82930 1.07034
H -1.79896 4.21550 1.50709
H 0.18694 5.58117 2.01630
H 2.46783 4.53246 1.96300
H 2.62432 2.16312 2.30060
H 2.65046 -2.19690 0.62949
H 4.29446 -1.51446 0.61484
H 2.85988 2.75658 -0.17939
H 4.76161 4.29999 0.17069
H 7.07528 3.47000 -0.07707
H 7.48202 1.12674 -0.75140
H 5.59242 -0.41329 -1.07894
H 3.06405 0.78044 -3.34205
H 3.51047 -0.35327 -5.48952
H 3.83578 -2.80309 -5.54499
H 3.65573 -4.12401 -3.46974
H 3.15071 -3.01401 -1.32707
N -0.14993 -0.45241 -2.17693
C -1.09784 0.16343 -3.14906
C -2.56952 0.08974 -2.73401
C -3.16445 1.31760 -2.03786
N -3.18386 1.15664 -0.58154
H 0.71492 -0.66241 -2.67610
H -0.51288 -1.35592 -1.85449
H -0.97775 -0.36931 -4.09297
H -0.79932 1.19941 -3.30474
H -2.71752 -0.78848 -2.09450
H -3.14569 -0.08984 -3.64162
H -4.16541 1.48948 -2.44673
H -2.56861 2.20364 -2.27027
H -3.70985 0.32761 -0.32535
H -3.67389 1.94016 -0.16295
N -0.11256 2.20333 -0.41309
C -0.01270 3.16624 -1.43389
C -0.78004 4.33442 -1.46533
C -0.65762 5.22498 -2.51984
C 0.22473 4.98490 -3.56226
C 0.98690 3.82489 -3.54384
C 0.87057 2.93130 -2.49479
H -1.49688 4.54248 -0.68920
H -1.26373 6.12128 -2.52145
H 0.31395 5.68748 -4.37926
H 1.69264 3.62414 -4.33964
H 1.48352 2.04096 -2.46069
C 0.54643 -4.49595 -3.08080
C -0.39050 -5.62954 -2.69652
C 0.31636 -6.97298 -2.85305
C -1.65461 -5.59045 -3.54441
O -0.82693 -5.49048 -1.34774
Si -0.10139 -5.16473 0.08890
S 0.51824 -3.16881 0.25046
O -1.25589 -5.34899 1.23822
C -2.04450 -6.48095 1.64231
C -2.28175 -7.43815 0.47872
C -3.36595 -5.91384 2.14113
C -1.31330 -7.20195 2.76706
O 1.15280 -6.20773 0.22301
C 2.30620 -6.31822 1.06564
C 2.55874 -7.80593 1.25494
C 2.08455 -5.63270 2.41034
C 3.46728 -5.65902 0.32854
H 0.78904 -4.55425 -4.14499
H 1.46792 -4.55491 -2.50197
H 0.08266 -3.52963 -2.87136
H 0.63416 -7.12347 -3.88704
H -0.35710 -7.78333 -2.57057
H 1.19001 -7.01292 -2.20201
H -1.42496 -5.76366 -4.59719
H -2.14647 -4.62060 -3.44270
H -2.34837 -6.35949 -3.20362
H -2.70766 -6.90449 -0.37007
H -2.96898 -8.22954 0.78321
H -1.34290 -7.89522 0.15767
H -3.96071 -5.54480 1.30304
H -3.17435 -5.08852 2.82820
H -3.94092 -6.68071 2.66271
H -0.35330 -7.57316 2.40733
H -1.89985 -8.05173 3.12053
H -1.13997 -6.52392 3.60474
H 1.74322 -8.26032 1.81897
H 3.49024 -7.97438 1.79808
H 2.62019 -8.29948 0.28426
H 1.24665 -6.08216 2.94216
H 1.87126 -4.57258 2.26301
H 2.98007 -5.73113 3.02744
H 3.65518 -6.16937 -0.61834
H 4.37730 -5.68661 0.93102
H 3.20719 -4.61799 0.12494
*
```

[3]
Entry from OMol25: IZn as an isolated structure (the ωB97M-V functional and the def2-TZVPD basis).

As for the frontier orbital gap: 6.85 eV. The calculation puts the energy relative to the best compared isomer or geometry (same formula, charge and spin) at 0.000 eV.

```
! RIJCOSX wB97M-V def2-TZVPD def2/J DEFGRID3
* xyz 1 1
Zn -0.80722 -0.77920 -0.43347
I 0.80722 0.77920 0.43347
*
```

[4]
Entry from OMol25: a 14-piece molecular cluster, C5H39N2O14 overall at a distorted geometry (the ωB97M-V functional and the def2-TZVPD basis).

As for the frontier orbital gap (alpha / beta): 9.99 / 5.18 eV. The calculation puts the energy relative to the best compared isomer or geometry (same formula, charge and spin) at 3.582 eV.

```
! RIJCOSX wB97M-V def2-TZVPD def2/J DEFGRID3
* xyz 0 2
C 0.13623 0.50535 -0.48877
N -0.96098 1.11391 0.20597
C -0.64134 2.03377 1.38882
C -0.20364 -0.96810 -0.89441
C 0.79490 -1.43339 -2.03135
N -0.10001 -1.86105 0.32179
C -0.58083 -3.22090 0.41795
O -0.21220 -3.99669 -0.79684
H 1.13917 0.61094 0.07203
H 0.32405 0.84090 -1.60085
H -1.58880 0.31593 0.53641
H -1.48596 2.71276 1.54354
H 0.36055 2.40163 1.24994
H -0.71740 1.33837 2.20593
H -1.28666 -0.96214 -1.16388
H 0.33379 -1.38335 -2.99385
H 0.79381 -2.48771 -2.05790
H 1.89102 -1.11368 -1.89539
H 3.14154 -1.91792 1.37500
H -1.63733 -3.39437 0.38187
H -0.07281 -3.78604 1.20049
H 0.69041 -4.24960 -0.98082
H 3.89199 -0.98375 0.43020
O 3.66856 -1.98324 0.54076
H -0.95630 -3.54580 -2.40562
H -1.84514 -2.58473 -3.27127
O -1.35631 -3.45546 -3.29970
H 0.90193 -0.24781 3.62760
H 1.47854 -1.81531 2.73687
O 0.45494 -0.51009 2.87466
H -0.44710 4.01362 -0.75549
H 0.44772 3.08989 -0.29611
O 0.51915 4.00056 -0.61520
H -2.25259 1.97153 -0.50792
H -3.50343 2.91274 -0.63306
O -2.62779 2.72934 -0.99519
H 2.17064 2.09823 -2.16987
H 2.30323 0.91638 -3.09871
O 2.61105 1.29412 -2.26305
H 0.68942 3.33302 -2.37692
H -0.67445 2.52592 -2.42181
O 0.22058 2.64068 -2.88610
H -0.85531 -0.45100 2.57618
H -1.84220 -1.49383 1.86683
O -1.88857 -0.66376 2.42234
H 2.96932 1.22219 2.21899
H 1.31029 0.52435 2.16847
O 2.05741 1.34640 2.06623
H -3.55694 -0.16149 -0.82003
H -3.06818 -1.16427 -1.95399
O -3.81879 -0.93351 -1.31303
H -2.82628 0.53283 2.27868
H -4.19759 0.45416 1.91021
O -3.56869 1.17616 2.01677
H 2.06724 -3.05412 2.16267
H 0.81357 -1.63801 0.78732
O 2.27888 -2.36203 2.70907
H 2.72934 2.69850 -0.15582
H 2.50898 3.51214 1.07726
O 2.98431 3.51575 0.22609
*
```